Record 1
Density functional theory data (the ωB97M-V functional and the def2-TZVPD basis) for a cluster of 2 separate species, C3H5IO in total.

The geometry in XYZ format:
```
10
Properties=species:S:1:pos:R:3:forces:R:3:nbo_charge:R:1
C 0.797 0.046 0.316 -1.6 -0.1 -1.5 -0.343
H -4.902 -0.779 1.809 0.0 -0.4 0.5 0.090
O -0.857 1.464 -0.673 0.4 0.3 0.2 -0.502
H 1.141 2.062 -0.151 -2.0 -0.1 -0.4 0.086
I -4.986 0.186 0.569 0.0 0.4 -0.5 -0.090
C 0.273 -1.097 -0.019 -4.0 -2.8 -0.1 -0.275
H -0.692 -1.179 -0.604 1.1 0.8 0.4 0.202
H 1.730 0.031 0.722 2.3 0.5 1.8 0.207
H 0.337 -2.082 0.472 1.5 0.5 -0.4 0.206
C 0.240 1.297 -0.217 2.3 1.0 0.0 0.418
```
Positions in Å, forces in eV/Å.

SMILES: C=CC=O.I
Total energy (eV): -13338.0437
Orbital gap (eV): 9.9
Relative energy (zero: lowest compared OMol25 entry of this formula, charge and spin) (kJ/mol): 128.3
Highest occupied orbital energy (eV): -9.8964

Record 2
Density functional theory data (the ωB97M-V functional and the def2-TZVPD basis) for an isolated molecule of C3H5IO.

The geometry in XYZ format:
```
10
Properties=species:S:1:pos:R:3:forces:R:3:nbo_charge:R:1
H 0.200 -2.029 -1.019 -0.1 0.0 0.6 0.202
C 0.436 -1.060 -0.562 -0.5 -1.0 -0.9 -0.268
H 1.205 -0.685 -1.230 0.1 0.8 0.4 0.210
C 0.383 -0.407 1.552 -1.8 7.0 2.3 0.257
O 0.921 -1.250 0.783 0.1 -1.0 -2.1 -0.511
H -0.474 -0.474 -0.449 0.3 0.1 -0.8 0.214
I 1.174 -0.797 3.536 -0.5 0.4 -0.7 0.122
C -0.263 1.168 1.246 1.0 -7.0 -3.2 -0.588
H -1.121 1.211 0.434 2.1 -0.2 1.5 0.191
H -0.541 1.612 2.113 -0.7 1.1 2.8 0.171
```
Positions in Å, forces in eV/Å.

SMILES: C=C(I)OC
Total energy (eV): -13335.7430
Orbital gap (spin up / spin down) (eV): 8.5 / 8.5
Relative energy (zero: lowest compared OMol25 entry of this formula, charge and spin) (kJ/mol): 350.3
Highest occupied orbital energy (spin up / spin down) (eV): -8.1981 / -8.1959

Record 3
Density functional theory data (the ωB97M-V functional and the def2-TZVPD basis) for an isolated molecule of C3H5IO.

The geometry in XYZ format:
```
10
Properties=species:S:1:pos:R:3:forces:R:3:nbo_charge:R:1
H 0.552 -1.632 -0.405 0.3 -1.7 -2.0 0.221
H 1.458 -0.675 0.725 -1.0 -0.3 -0.4 0.227
I -2.541 -0.207 -0.123 -0.3 -0.6 -0.1 0.079
C -0.455 0.065 0.106 -0.7 -0.4 0.2 0.118
C 0.446 -1.103 0.467 0.7 0.6 3.7 -0.652
O -0.288 1.320 0.661 0.5 0.7 3.5 -0.487
C 0.080 1.217 -0.633 -1.1 -0.5 -2.7 -0.112
H 0.243 -1.850 1.374 -0.3 1.9 -2.0 0.237
H 1.113 1.119 -0.852 1.0 0.5 -0.3 0.178
H -0.607 1.746 -1.320 0.8 -0.4 0.1 0.191
```
Positions in Å, forces in eV/Å.

SMILES: C[C@]1(I)CO1
Total energy (eV): -13338.2055
Orbital gap (eV): 10.0
Relative energy (zero: lowest compared OMol25 entry of this formula, charge and spin) (kJ/mol): 112.7
Highest occupied orbital energy (eV): -9.3538